The following is a DFT calculation (ωB97M-V with the def2-TZVPD basis set) of the ion C5H9O5S with charge -1.

Geometry (Å):
C1 -2.248 0.336 0.681
C2 1.099 -0.440 -0.328
C3 0.669 -0.309 2.179
C4 -2.323 0.827 -1.644
C5 0.221 0.054 0.792
O1 -1.849 1.606 0.786
O2 -2.605 -0.351 1.605
O3 0.203 2.621 1.789
O4 0.113 2.327 -0.640
O5 -2.499 -0.095 -0.582
S1 -0.086 1.743 0.676
H1 1.027 0.245 -1.170
H2 2.159 -0.541 -0.052
H3 0.752 -1.424 -0.659
H4 1.764 -0.330 2.300
H5 0.282 -1.298 2.443
H6 0.254 0.413 2.879
H7 -2.951 1.710 -1.492
H8 -2.632 0.297 -2.545
H9 -1.286 1.154 -1.719

Atoms 1-3, force components in eV/Å:
C -0.719 -0.916 0.221
C -0.304 -0.172 -0.158
C -0.404 -0.199 0.160

Calculated values
* HOMO: -3.4 eV
* energy above the lowest of the compared OMol25 structures with the same formula, charge and spin: 37.0 kcal/mol
* Kohn-Sham gap: 0.2616 Eh
* charge: -1
* calculated total energy: -970.311622 a.u.

---

The following is a DFT calculation (ωB97M-V with the def2-TZVPD basis set) of the molecule C4H6ClNO2.

Geometry (Å):
C1 -0.631 1.216 0.439
C2 -0.192 -1.154 0.288
C3 0.361 0.224 0.412
C4 1.494 0.521 -0.582
N1 -2.252 -0.201 0.789
O1 -0.954 2.314 0.320
O2 -1.474 -1.334 0.991
Cl1 -2.585 -0.121 -0.967
H1 -0.519 -1.295 -0.880
H2 0.345 -2.028 0.589
H3 0.928 0.281 1.289
H4 1.935 -0.422 -0.909
H5 2.290 1.093 -0.178
H6 1.253 0.906 -1.601

Atoms 1-3, force components in eV/Å:
C -4.174 -0.150 0.817
C -3.711 -1.739 -3.256
C 2.306 -0.870 -0.973

Calculated values
* HOMO (alpha / beta): -8.3 / -8.3 eV
* energy above the lowest of the compared OMol25 structures with the same formula, charge and spin: 134.0 kcal/mol
* Kohn-Sham gap (alpha / beta): 0.3172 / 0.3172 Eh
* calculated total energy: -821.259052 a.u.

---

The following is a DFT calculation (ωB97M-V with the def2-TZVPD basis set) of a structure of composition C16H28BrFI2N5O4.

Geometry (Å):
C1 0.100 -1.384 2.869
C2 1.248 -2.331 2.509
I1 1.900 -3.381 4.299
C3 0.921 -3.407 1.462
I2 2.678 -4.463 0.831
C4 -0.011 -3.053 0.294
N1 -0.257 -4.305 -0.490
C5 -0.841 -4.066 -1.619
Br1 -1.293 -5.390 -2.794
C6 -1.073 -2.619 -1.764
C7 0.092 -2.003 -0.890
C8 -0.336 -0.603 -0.451
C9 -0.942 0.244 -1.565
O1 -0.541 0.166 -2.713
N2 -2.005 1.102 -1.193
C10 -3.283 0.411 -1.105
C11 -1.698 1.850 0.041
C12 1.328 -2.055 -1.820
C13 2.546 -1.097 -1.633
N3 2.412 0.170 -2.333
N4 3.635 -1.782 -2.312
N5 2.795 -0.794 -0.217
H1 0.207 -0.436 2.340
H2 0.106 -1.149 3.935
H3 -0.879 -1.822 2.657
H4 2.131 -1.783 2.209
H5 0.400 -4.212 1.994
H6 -0.989 -2.827 0.747
H7 0.021 -5.230 -0.181
H8 -1.085 -2.293 -2.804
H9 -2.060 -2.427 -1.309
H10 0.512 -0.085 -0.004
H11 -1.092 -0.678 0.340
H12 -3.551 -0.023 -2.073
H13 -4.054 1.138 -0.839
H14 -3.304 -0.373 -0.327
H15 -2.134 2.849 -0.020
H16 -0.616 1.968 0.146
H17 -2.082 1.346 0.935
H18 1.731 -3.074 -1.823
H19 0.970 -1.873 -2.837
H20 1.762 0.791 -1.865
H21 2.046 0.031 -3.267
H22 4.418 -1.141 -2.386
H23 3.936 -2.591 -1.782
H24 3.709 -1.137 0.046
H25 2.802 0.207 -0.071
C14 -1.846 6.930 1.663
C15 -0.351 6.991 1.404
O2 0.102 5.769 1.969
C16 -0.926 4.889 1.983
O3 -0.823 3.730 2.208
O4 -2.083 5.515 1.690
F1 0.248 8.023 2.032
H26 -2.078 7.355 2.640
H27 -2.452 7.397 0.894
H28 -0.072 7.015 0.350

Atoms 1-3, force components in eV/Å:
C -0.003 -0.007 0.192
C 0.109 -0.213 0.127
I -0.057 0.118 -0.115

Calculated values
* HOMO: -11.8 eV
* Kohn-Sham gap: 0.2841 Eh
* charge: +1
* calculated total energy: -4470.239466 a.u.

---

The following is a DFT calculation (ωB97M-V with the def2-TZVPD basis set) of a structure of composition C4H8KO3.

Geometry (Å):
H1 2.199 0.873 -0.461
O1 0.209 0.883 0.146
O2 -1.524 1.161 -1.140
C1 -0.919 0.405 -0.407
O3 -1.092 -0.863 -0.205
C2 -2.083 -1.531 -1.018
C3 1.427 0.188 0.268
C4 1.804 0.290 1.708
H2 -2.380 -2.410 -0.444
H3 -2.933 -0.861 -1.188
H4 -1.628 -1.812 -1.974
H5 1.357 -0.789 -0.220
H6 2.744 0.857 1.762
H7 1.098 0.935 2.248
H8 1.907 -0.716 2.139
K1 -0.186 3.390 -1.216

Atoms 1-3, force components in eV/Å:
H -1.827 -2.022 1.949
O -1.738 1.118 -0.280
O -0.963 -0.273 0.369

Calculated values
* HOMO: -14.4 eV
* energy above the lowest of the compared OMol25 structures with the same formula, charge and spin: 0.0 kcal/mol
* Kohn-Sham gap: 0.3933 Eh
* charge: +1
* calculated total energy: -982.669918 a.u.

---

The following is a DFT calculation (ωB97M-V with the def2-TZVPD basis set) of a cluster of 7 separate species, C11H26N6O20S2 in total.

Geometry (Å):
O1 -1.228 4.822 3.069
C1 -0.826 4.050 2.182
O2 0.494 4.293 1.679
C2 -1.705 2.806 1.652
C3 -1.291 1.482 2.466
S1 -2.044 1.798 4.153
O3 0.159 1.449 2.368
S2 0.521 0.666 0.928
O4 0.571 1.532 -0.309
O5 1.863 0.031 1.078
O6 -0.835 -0.318 0.797
C4 -1.724 0.053 1.912
C5 -1.586 -1.240 2.873
O7 -0.360 -2.002 2.641
O8 0.470 -1.736 3.714
H1 1.067 4.264 2.497
H2 -1.552 2.748 0.528
H3 -2.783 3.074 1.927
H4 -3.346 2.171 3.826
H5 -2.819 0.004 1.596
H6 -2.486 -1.945 2.776
H7 -1.560 -0.954 3.986
H8 1.154 -1.130 3.349
C6 0.149 -0.648 -2.751
N1 -0.972 -0.381 -3.688
O9 -0.885 -0.832 -4.815
O10 -1.905 0.277 -3.253
H9 0.903 -1.237 -3.263
H10 0.554 0.314 -2.443
H11 -0.258 -1.196 -1.902
C7 -4.931 1.020 -2.784
N2 -5.707 0.996 -1.517
O11 -6.604 0.179 -1.423
O12 -5.385 1.802 -0.658
H12 -5.323 0.255 -3.451
H13 -5.047 2.010 -3.223
H14 -3.891 0.817 -2.536
C8 3.388 1.878 -3.401
N3 3.496 0.401 -3.275
O13 2.696 -0.274 -3.900
O14 4.379 -0.027 -2.553
H15 2.563 2.113 -4.071
H16 3.204 2.280 -2.406
H17 4.331 2.242 -3.807
C9 3.893 2.696 0.990
N4 3.880 4.009 1.687
O15 2.969 4.220 2.470
O16 4.781 4.780 1.423
H18 3.035 2.115 1.320
H19 3.837 2.892 -0.079
H20 4.823 2.194 1.253
C10 4.448 -3.395 -3.175
N5 3.181 -3.977 -2.664
O17 3.140 -5.185 -2.508
O18 2.271 -3.200 -2.437
H21 5.164 -4.199 -3.331
H22 4.222 -2.890 -4.113
H23 4.812 -2.693 -2.427
C11 -2.380 -5.496 3.259
N6 -3.262 -4.456 2.671
O19 -3.521 -4.546 1.485
O20 -3.664 -3.583 3.423
H24 -2.101 -6.202 2.479
H25 -1.499 -4.993 3.657
H26 -2.941 -5.995 4.048

Atoms 1-3, force components in eV/Å:
O 0.595 -2.699 -2.698
C 0.213 2.171 2.254
O -2.063 -1.741 1.218

Calculated values
* HOMO: -10.3 eV
* Kohn-Sham gap: 0.3642 Eh
* calculated total energy: -3063.665060 a.u.

---

The following is a DFT calculation (ωB97M-V with the def2-TZVPD basis set) of a cluster of 2 separate species, C4H10O in total.

Geometry (Å):
C1 -0.528 -0.951 1.778
C2 -0.365 0.035 0.850
O1 -0.839 -0.183 -0.380
C3 -0.256 0.545 -1.443
C4 0.952 -0.218 -1.931
H1 -0.013 0.547 2.881
H2 -0.474 -1.962 1.409
H3 -1.053 -0.856 2.716
H4 -0.377 1.168 2.636
H5 0.239 0.944 0.927
H6 0.000 1.564 -1.113
H7 -1.038 0.621 -2.203
H8 1.407 0.269 -2.795
H9 0.647 -1.234 -2.201
H10 1.696 -0.289 -1.130

Atoms 1-3, force components in eV/Å:
C -0.397 -0.373 -0.482
C 0.040 -0.496 -0.110
O 0.115 -0.404 -0.197

Calculated values
* HOMO: -8.3 eV
* energy above the lowest of the compared OMol25 structures with the same formula, charge and spin: 89.0 kcal/mol
* Kohn-Sham gap: 0.3466 Eh
* calculated total energy: -233.503121 a.u.